No. 1
{"formula": "C30H35N3O7", "method": "wB97M-V/def2-TZVPD", "species": ["C", "N", "C", "C", "C", "C", "C", "C", "C", "C", "C", "C", "O", "N", "C", "C", "C", "C", "C", "C", "H", "H", "H", "H", "H", "H", "H", "H", "H", "H", "H", "H", "H", "H", "H", "H", "H", "H", "H", "H", "H", "C", "C", "O", "C", "C", "C", "O", "O", "C", "C", "C", "C", "C", "C", "N", "O", "O", "C", "C", "O", "H", "H", "H", "H", "H", "H", "H", "H", "H", "H", "H", "H", "H", "H"], "xyz": [[-0.229, -2.634, 2.898], [1.023, -1.906, 2.985], [1.261, -0.577, 2.830], [0.261, 0.346, 2.238], [-1.152, 0.092, 2.530], [-2.128, 0.411, 1.645], [-3.520, 0.058, 1.857], [-4.544, 0.559, 1.026], [-5.861, 0.134, 1.131], [-6.229, -0.730, 2.170], [-5.261, -1.147, 3.088], [-3.927, -0.769, 2.931], [0.595, 1.273, 1.466], [2.590, -0.385, 3.092], [3.322, 0.923, 3.255], [4.730, 0.644, 3.737], [2.588, 1.770, 4.284], [3.403, 1.636, 1.920], [3.154, -1.602, 3.399], [2.188, -2.536, 3.358], [0.014, -3.694, 2.785], [-0.821, -2.517, 3.814], [-0.820, -2.325, 2.034], [-1.360, -0.331, 3.513], [-1.879, 1.022, 0.778], [-4.284, 1.306, 0.282], [-6.602, 0.480, 0.408], [-7.262, -1.056, 2.271], [-5.553, -1.770, 3.934], [-3.195, -1.086, 3.671], [5.298, 0.054, 3.013], [5.262, 1.593, 3.864], [4.738, 0.143, 4.709], [1.578, 2.031, 3.954], [2.544, 1.250, 5.247], [3.151, 2.698, 4.439], [2.421, 1.965, 1.580], [4.050, 2.518, 2.021], [3.838, 0.984, 1.154], [4.185, -1.718, 3.670], [2.232, -3.590, 3.542], [-0.425, -3.030, -3.595], [-1.664, -2.538, -2.894], [-1.293, -1.182, -2.486], [-2.092, -0.604, -1.580], [-1.854, 0.847, -1.360], [-0.479, 1.367, -1.223], [-0.182, 2.518, -0.902], [0.489, 0.487, -1.537], [1.723, 1.170, -1.869], [2.622, 0.094, -2.423], [-2.925, 1.742, -1.629], [-2.815, 3.134, -1.297], [-3.809, 4.039, -1.599], [-4.996, 3.599, -2.223], [-6.094, 4.507, -2.349], [-7.191, 4.089, -2.786], [-5.928, 5.697, -1.993], [-5.172, 2.224, -2.501], [-4.169, 1.314, -2.216], [-2.998, -1.224, -1.028], [-0.530, -4.064, -3.927], [-0.210, -2.417, -4.479], [0.426, -2.978, -2.904], [-2.535, -2.472, -3.565], [-1.917, -3.125, -2.000], [1.531, 1.950, -2.628], [2.121, 1.642, -0.954], [3.644, 0.481, -2.501], [2.611, -0.790, -1.771], [2.303, -0.209, -3.433], [-1.900, 3.477, -0.821], [-3.711, 5.089, -1.328], [-6.124, 1.904, -2.920], [-4.345, 0.259, -2.422]], "charge": 0}

***

No. 2
{"formula": "C30H35N6O4PRhS", "method": "wB97M-V/def2-TZVPD", "species": ["Rh", "C", "C", "C", "C", "N", "C", "C", "C", "C", "C", "C", "N", "H", "H", "H", "H", "H", "H", "H", "H", "C", "C", "P", "C", "C", "C", "C", "H", "H", "H", "H", "H", "H", "H", "H", "H", "H", "H", "H", "H", "H", "H", "C", "C", "C", "C", "C", "C", "C", "S", "O", "O", "N", "C", "C", "C", "O", "O", "H", "H", "H", "H", "H", "H", "H", "H", "H", "H", "H", "H", "N", "C", "C", "C", "N", "C", "N"], "xyz": [[0.242, 0.959, -0.271], [-2.365, 2.438, 2.816], [-1.780, 2.003, 3.999], [-0.499, 1.478, 3.976], [0.188, 1.426, 2.762], [-0.387, 1.882, 1.643], [-1.621, 2.361, 1.652], [1.500, 0.792, 2.584], [2.303, 0.377, 3.646], [3.446, -0.357, 3.388], [3.783, -0.641, 2.074], [2.970, -0.147, 1.068], [1.873, 0.550, 1.316], [-3.371, 2.825, 2.794], [-2.325, 2.055, 4.928], [-0.055, 1.089, 4.878], [-2.014, 2.694, 0.696], [2.025, 0.611, 4.660], [4.060, -0.711, 4.202], [4.655, -1.227, 1.832], [3.202, -0.321, 0.024], [0.030, -0.801, -4.307], [1.393, -0.420, -3.738], [1.313, 1.022, -2.575], [0.422, 2.302, -3.565], [1.044, 2.643, -4.916], [3.050, 1.687, -2.473], [4.064, 1.157, -3.476], [0.094, -1.767, -4.804], [-0.314, -0.073, -5.037], [-0.716, -0.858, -3.518], [2.082, -0.158, -4.543], [1.820, -1.262, -3.187], [0.377, 3.202, -2.947], [-0.602, 1.943, -3.684], [2.031, 3.081, -4.797], [0.418, 3.376, -5.420], [1.122, 1.778, -5.567], [3.411, 1.502, -1.458], [2.960, 2.770, -2.584], [4.225, 0.089, -3.358], [5.013, 1.661, -3.315], [3.755, 1.356, -4.497], [-6.421, -3.699, 2.024], [-4.990, -3.275, 2.117], [-3.980, -4.201, 2.359], [-2.652, -3.813, 2.380], [-2.333, -2.488, 2.156], [-3.317, -1.543, 1.942], [-4.642, -1.938, 1.933], [-0.616, -2.031, 2.034], [0.004, -1.956, 3.326], [-0.499, -0.829, 1.236], [0.195, -3.235, 1.229], [-0.264, -3.663, -0.083], [-0.140, -2.528, -1.087], [-1.344, -1.539, -0.986], [-2.428, -1.982, -0.665], [-1.083, -0.344, -1.339], [-6.523, -4.776, 2.125], [-6.833, -3.397, 1.062], [-7.014, -3.218, 2.800], [-4.228, -5.241, 2.507], [-1.871, -4.534, 2.565], [-3.032, -0.519, 1.762], [-5.416, -1.208, 1.748], [0.390, -3.996, 1.861], [-1.309, -4.000, -0.066], [0.371, -4.498, -0.382], [-0.165, -2.938, -2.098], [0.783, -1.966, -0.929], [0.746, 3.052, -0.452], [1.477, 3.957, -0.375], [2.356, 5.001, -0.326], [3.428, 5.019, -1.223], [4.299, 5.002, -1.973], [2.187, 6.045, 0.589], [2.045, 6.912, 1.328]], "spin_multiplicity": 5, "charge": 1}

***

Relative energy (zero: lowest compared OMol25 entry of this formula, charge and spin) / kJ/mol: 561.4 0.0